[1]
# C25H32N4O3

One molecule with the formula C25H32N4O3 (ωB97M-V/def2-TZVPD, the Open Molecules 2025 dataset).

## Properties
* relative energy (zero: lowest compared OMol25 entry of this formula, charge and spin): 14.5 kcal per mole
* net charge: 0
* energy: -38549.792 eV
* gap between HOMO and LUMO: 9.04 eV

```
64
Properties=species:S:1:pos:R:3:mulliken_charge:R:1
C -0.49 4.17 5.02 -1.493
H -1.57 4.27 4.94 0.376
H -0.26 3.32 5.68 0.333
H -0.09 5.07 5.49 0.387
C 0.15 3.98 3.65 0.188
C -0.36 2.81 2.85 0.430
C 0.04 2.70 1.52 -1.564
C -0.38 1.64 0.73 1.271
C -1.23 0.67 1.26 -1.841
C -1.63 0.78 2.59 -0.827
C -1.20 1.84 3.37 -0.786
H -1.53 1.90 4.39 0.370
H -2.29 0.04 3.01 0.554
N -1.66 -0.45 0.51 0.879
C -2.66 -0.45 -0.41 0.710
O -3.19 -1.48 -0.78 -0.650
C -3.02 0.89 -1.03 -0.564
C -2.50 0.89 -2.48 -0.543
C -1.14 0.22 -2.53 -0.189
O -0.12 0.79 -2.22 -0.645
N -1.10 -1.10 -2.85 0.021
C -2.09 -1.99 -3.24 0.902
N -3.15 -1.54 -3.89 -0.463
C -4.07 -2.41 -4.28 -0.479
C -3.97 -3.77 -4.06 -0.449
C -2.85 -4.25 -3.39 -0.632
C -1.88 -3.35 -2.98 -0.389
H -1.00 -3.67 -2.45 0.435
H -2.73 -5.30 -3.19 0.409
H -4.75 -4.44 -4.39 0.382
H -4.91 -1.98 -4.79 0.399
H -0.22 -1.55 -2.59 0.250
H -2.40 1.92 -2.83 0.543
H -3.19 0.34 -3.12 0.191
H -2.58 1.71 -0.46 0.156
H -4.10 1.00 -1.04 0.571
C -1.06 -1.73 0.87 -0.975
H -0.95 -1.82 1.95 0.422
C 0.30 -1.84 0.17 0.533
O 0.47 -2.51 -0.83 -0.726
N 1.27 -1.12 0.75 0.041
H 1.04 -0.51 1.53 0.298
C 2.60 -0.97 0.19 -0.324
C 2.78 0.41 -0.44 0.056
C 4.18 0.54 -1.03 -0.921
C 5.24 0.30 0.03 -0.677
C 5.06 -1.07 0.67 -0.700
C 3.66 -1.21 1.26 -0.788
H 3.53 -2.20 1.70 0.347
H 3.53 -0.47 2.06 0.313
H 5.81 -1.23 1.44 0.365
H 5.20 -1.84 -0.10 0.335
H 6.23 0.38 -0.41 0.363
H 5.16 1.07 0.81 0.311
H 4.30 -0.19 -1.84 0.382
H 4.30 1.54 -1.47 0.367
H 2.02 0.56 -1.21 -0.031
H 2.64 1.17 0.33 0.173
H 2.68 -1.74 -0.59 0.341
H -1.72 -2.52 0.49 0.503
H -0.07 1.57 -0.30 0.725
H 0.69 3.45 1.09 0.440
H -0.01 4.89 3.06 0.351
H 1.23 3.87 3.77 0.234
```



[2]
# C25H32N4O3

One molecule with the formula C25H32N4O3 at a distorted geometry (ωB97M-V/def2-TZVPD, the Open Molecules 2025 dataset).

## Properties
* relative energy (zero: lowest compared OMol25 entry of this formula, charge and spin): 533.9 kcal per mole
* net charge: 0
* energy: -38527.270 eV
* gap between HOMO and LUMO: 7.60 eV

```
64
Properties=species:S:1:pos:R:3:mulliken_charge:R:1
C 0.66 -3.70 4.58 -1.506
C 0.57 -2.60 3.40 0.235
C 1.95 -2.45 2.61 -0.995
N 2.10 -1.57 1.63 0.814
C 1.89 -0.10 2.09 -1.166
C 2.72 0.66 1.29 -0.091
H 3.69 0.44 1.72 0.292
H 2.82 0.53 0.09 -0.035
C 2.38 2.19 1.34 -0.895
N 0.99 2.44 0.76 0.094
C -0.12 2.52 1.20 0.082
O -0.07 2.81 2.48 -0.866
C -1.28 2.69 0.63 0.275
N -1.18 1.91 -0.73 -0.431
N -2.00 1.86 -1.56 0.490
C -3.45 2.06 -1.33 0.443
O -4.32 1.98 -2.06 -0.543
C -3.68 2.84 -0.06 0.890
C -4.97 3.50 -0.01 -1.561
C -5.26 3.96 1.27 -0.342
C -4.09 4.29 2.23 -0.733
C -2.94 3.57 1.95 -1.125
C -2.67 3.02 0.72 0.919
H -2.21 3.73 2.72 0.414
H -4.24 4.92 2.94 0.649
H -6.25 4.52 1.45 0.321
H -5.70 3.29 -0.45 0.774
C -1.67 1.05 -2.86 -0.432
C -2.19 1.16 -3.90 0.226
C -1.75 0.53 -4.98 -0.730
C -0.66 -0.38 -4.97 -0.678
C -0.06 -0.56 -3.58 0.307
C -0.71 0.08 -2.54 0.362
H -0.25 -0.08 -1.39 -0.079
O 0.84 -1.54 -3.21 -0.281
C 1.30 -2.34 -4.52 -0.954
H 2.22 -2.79 -3.90 0.195
H 0.42 -3.13 -4.77 0.311
H 1.83 -1.71 -5.12 0.545
H -0.31 -1.12 -5.80 0.297
H -2.24 0.68 -5.92 0.367
H -3.00 1.74 -4.12 0.535
H 0.98 2.06 -0.20 0.257
H 2.15 2.38 2.58 0.298
H 3.15 2.81 0.89 0.372
H 1.86 0.01 3.06 0.974
H 0.66 0.03 1.84 0.115
C 1.34 -2.01 0.53 -0.813
H 1.34 -1.17 -0.36 -0.635
C 2.36 -3.25 -0.42 -0.382
C 3.62 -2.44 -0.92 -1.441
H 4.16 -2.03 -0.06 0.311
H 4.17 -3.04 -1.45 0.628
H 3.29 -1.69 -1.47 0.246
H 2.36 -3.96 0.32 0.675
H 1.54 -3.59 -1.30 0.098
H 0.54 -2.50 0.67 0.916
H 2.80 -2.31 3.48 0.235
H 2.34 -3.55 2.28 0.249
H -0.36 -3.17 2.73 0.128
H 0.35 -1.61 3.81 0.194
H 1.37 -3.35 5.34 0.361
H 1.08 -4.58 4.21 0.387
H -0.18 -3.95 5.12 0.431
```



[3]
# C25H32N4O4

One molecule with the formula C25H32N4O4 at a distorted geometry (ωB97M-V/def2-TZVPD, the Open Molecules 2025 dataset).

## Properties
* relative energy (zero: lowest compared OMol25 entry of this formula, charge and spin): 59.2 kcal per mole
* net charge: 0
* energy: -40594.784 eV
* gap between HOMO and LUMO: 8.61 eV

```
65
Properties=species:S:1:pos:R:3:mulliken_charge:R:1
C -5.50 -2.12 1.78 -1.127
C -6.85 -1.60 1.43 0.099
C -7.45 -1.67 0.24 -1.014
C -6.93 -2.28 -0.98 -0.138
C -5.73 -2.14 -1.56 -0.573
C -4.61 -1.26 -1.14 0.643
O -3.45 -1.58 -1.33 -0.644
N -5.00 -0.08 -0.58 -0.011
C -4.22 0.94 -0.04 0.494
C -2.83 0.94 -0.13 -0.137
C -2.10 1.98 0.43 0.237
C -2.76 3.02 1.09 -0.922
C -4.14 3.01 1.18 -0.809
C -4.87 1.98 0.62 -0.628
H -5.95 1.98 0.69 0.395
H -4.65 3.82 1.69 0.380
H -2.17 3.82 1.52 0.519
C -0.65 1.99 0.33 0.215
N 0.07 2.90 0.85 -0.725
O 1.39 2.68 0.62 -0.360
C 1.58 1.48 -0.15 2.117
C 2.49 0.50 0.62 -1.769
N 3.03 -0.34 -0.43 0.430
C 3.25 -1.66 -0.41 0.718
O 3.59 -2.25 -1.43 -0.792
C 3.12 -2.39 0.91 -1.110
C 4.23 -1.98 1.88 -0.410
C 5.62 -2.15 1.27 -0.107
C 6.75 -1.79 2.23 -0.633
C 6.81 -0.30 2.55 -1.123
H 5.94 0.02 3.12 0.313
H 6.85 0.29 1.63 0.262
H 7.69 -0.07 3.14 0.378
H 6.64 -2.36 3.16 0.325
H 7.70 -2.08 1.78 0.349
H 5.74 -3.19 0.95 0.304
H 5.70 -1.52 0.38 -0.004
H 4.09 -0.94 2.18 0.173
H 4.16 -2.60 2.78 0.465
H 3.21 -3.46 0.69 0.378
H 2.14 -2.21 1.35 0.374
C 3.16 0.43 -1.66 -0.018
C 2.41 1.74 -1.41 -1.671
H 3.13 2.53 -1.20 0.442
H 1.80 2.04 -2.26 0.401
H 2.74 -0.16 -2.49 0.520
C 4.66 0.69 -1.96 0.169
O 5.20 1.75 -1.73 -0.661
N 5.28 -0.38 -2.48 -0.271
H 6.27 -0.33 -2.63 0.254
H 4.81 -1.28 -2.47 0.279
H 3.28 1.07 1.11 0.277
H 1.94 -0.08 1.37 0.603
C 0.16 0.95 -0.40 -1.243
H 0.01 -0.05 0.01 0.476
H -0.09 0.92 -1.46 0.507
H -2.34 0.13 -0.64 0.680
H -6.00 0.04 -0.46 0.195
H -5.49 -2.74 -2.43 0.394
H -7.64 -2.94 -1.46 0.394
H -8.47 -1.32 0.15 0.393
H -7.40 -1.16 2.25 0.411
H -4.82 -1.29 1.98 0.205
H -5.08 -2.73 0.99 0.307
H -5.56 -2.71 2.69 0.425
```



[4]
# C25H32N6O3S

One molecule with the formula C25H32N6O3S at a distorted geometry (ωB97M-V/def2-TZVPD, the Open Molecules 2025 dataset).

## Properties
* relative energy (zero: lowest compared OMol25 entry of this formula, charge and spin): 25.0 kcal per mole
* net charge: 0
* energy: -52363.017 eV
* gap between HOMO and LUMO: 8.10 eV

```
67
Properties=species:S:1:pos:R:3:mulliken_charge:R:1
C -7.35 -5.03 0.78 -1.258
C -6.57 -3.85 0.20 -0.275
H -7.05 -2.91 0.48 0.303
H -6.56 -3.92 -0.89 0.323
C -5.12 -3.83 0.71 -0.857
C -4.40 -2.65 0.15 0.855
C -3.55 -2.74 -0.91 -0.957
C -2.89 -1.60 -1.48 0.580
O -2.10 -1.56 -2.39 -0.666
N -3.29 -0.40 -0.82 0.659
C -4.11 -0.42 0.26 0.507
N -4.67 -1.47 0.76 -0.567
S -4.30 1.19 0.89 -0.297
C -3.22 1.74 -0.42 0.564
N -2.82 0.80 -1.20 -1.177
N -2.93 3.04 -0.59 0.066
C -3.02 3.97 0.51 -1.107
H -3.17 4.96 0.07 0.393
C -1.73 3.94 1.35 -0.972
H -1.83 3.20 2.14 0.297
H -1.58 4.92 1.82 0.426
C -0.51 3.58 0.48 -0.191
C -0.32 2.05 0.49 0.523
O -1.11 1.32 1.08 -0.645
N 0.71 1.54 -0.22 0.287
C 1.89 2.22 -0.68 -0.839
H 1.83 3.29 -0.49 0.501
C 3.13 1.67 0.05 -1.107
N 3.23 0.25 -0.18 0.306
C 4.47 -0.38 -0.05 -0.065
C 4.63 -1.67 -0.59 -0.294
C 5.85 -2.31 -0.53 -0.699
C 6.96 -1.69 0.04 0.820
C 6.81 -0.41 0.56 -0.502
C 5.58 0.23 0.52 -0.553
H 5.50 1.21 0.95 0.395
H 7.64 0.11 1.01 0.365
O 8.12 -2.41 0.03 -0.463
C 9.27 -1.82 0.59 -0.832
H 10.06 -2.56 0.46 0.235
H 9.14 -1.61 1.65 0.333
H 9.55 -0.90 0.06 0.330
H 5.97 -3.30 -0.95 0.409
H 3.79 -2.16 -1.06 0.449
C 2.05 -0.43 0.33 -0.887
H 2.14 -1.50 0.16 0.485
C 0.81 0.10 -0.39 -0.530
H -0.09 -0.35 0.01 0.260
H 0.88 -0.11 -1.46 0.299
H 1.94 -0.25 1.41 0.215
H 4.02 2.16 -0.36 0.600
H 3.05 1.92 1.12 0.340
H 2.01 2.04 -1.75 0.142
H 0.38 4.04 0.91 0.847
C -0.75 4.11 -0.94 -0.806
H 0.13 3.98 -1.58 0.480
C -1.93 3.39 -1.59 -1.006
H -2.40 4.03 -2.34 0.413
H -1.61 2.47 -2.07 0.435
H -0.94 5.18 -0.87 0.511
H -3.88 3.73 1.12 0.438
H -3.32 -3.69 -1.37 0.422
H -5.14 -3.75 1.80 0.354
H -4.62 -4.75 0.43 0.376
H -6.89 -5.97 0.50 0.320
H -8.37 -5.02 0.40 0.358
H -7.39 -4.96 1.86 0.329
```



[5]
# C25H32O6

One molecule with the formula C25H32O6 (ωB97M-V/def2-TZVPD, the Open Molecules 2025 dataset).

## Properties
* relative energy (zero: lowest compared OMol25 entry of this formula, charge and spin): 0.0 kcal per mole
* net charge: 0
* energy: -38729.410 eV
* gap between HOMO and LUMO: 9.73 eV

```
63
Properties=species:S:1:pos:R:3:mulliken_charge:R:1
C -2.10 -3.77 -3.02 -1.479
C -1.77 -2.54 -2.18 0.052
H -1.03 -2.78 -1.41 0.182
H -1.35 -1.77 -2.83 0.355
O -2.92 -1.94 -1.59 -0.446
C -3.17 -2.20 -0.24 1.002
O -2.12 -1.75 0.58 -0.512
C -2.04 -0.35 0.80 1.236
C -3.32 0.11 1.48 0.760
O -3.45 1.13 2.11 -0.617
C -4.45 -0.87 1.25 -0.751
H -4.42 -1.61 2.07 0.255
O -4.36 -1.50 -0.01 -0.420
H -5.41 -0.36 1.26 0.413
C -1.89 0.52 -0.46 -1.301
H -2.83 0.63 -0.99 0.666
H -1.17 0.04 -1.12 0.217
C -1.35 1.84 0.10 -1.324
H -2.18 2.45 0.45 0.329
H -0.82 2.41 -0.67 0.639
C -0.45 1.46 1.29 -0.165
C 1.05 1.67 1.05 -0.763
C 1.44 3.14 0.94 -0.949
C 2.96 3.25 0.83 -1.262
C 3.44 2.47 -0.36 0.207
C 4.16 3.06 -1.32 -0.634
C 4.62 2.38 -2.53 -0.072
O 5.34 2.92 -3.35 -0.639
C 4.12 1.01 -2.69 -0.871
C 3.41 0.40 -1.75 -1.267
C 3.05 1.02 -0.43 2.801
C 3.83 0.22 0.64 -1.931
H 3.61 0.56 1.65 0.358
H 4.90 0.35 0.47 0.495
H 3.60 -0.84 0.56 0.420
C 1.51 0.91 -0.20 0.669
C 1.03 -0.53 -0.15 -0.023
O 1.15 -1.30 -1.07 -0.652
C 0.40 -0.94 1.16 -1.778
H 0.04 -1.97 1.07 0.535
H 1.19 -0.92 1.91 0.507
C -0.75 -0.02 1.62 0.939
C -0.95 -0.26 3.12 -1.941
H -0.04 -0.02 3.66 0.477
H -1.20 -1.30 3.30 0.377
H -1.74 0.37 3.51 0.473
H 1.06 1.36 -1.09 0.414
H 3.06 -0.61 -1.90 0.407
H 4.38 0.51 -3.61 0.461
H 4.44 4.10 -1.24 0.418
H 3.26 4.29 0.73 0.571
H 3.42 2.86 1.74 0.353
H 0.98 3.59 0.06 0.405
H 1.09 3.68 1.82 0.373
H 1.57 1.27 1.93 0.668
H -0.73 2.07 2.15 0.852
C -3.35 -3.68 0.09 -1.612
H -2.41 -4.21 -0.03 0.340
H -3.68 -3.78 1.12 0.346
H -4.10 -4.09 -0.58 0.387
H -2.44 -4.59 -2.41 0.297
H -1.22 -4.07 -3.57 0.439
H -2.89 -3.51 -3.73 0.318
```



[6]
# C25H33AsClNO3S2W

C25H33AsClNO3S2W as an isolated structure (ωB97M-V/def2-TZVPD, the Open Molecules 2025 dataset).

## Properties
* relative energy (zero: lowest compared OMol25 entry of this formula, charge and spin): 0.0 kcal per mole
* net charge: +4
* energy: -130909.739 eV
* gap between HOMO and LUMO: 5.88 eV

```
67
Properties=species:S:1:pos:R:3:mulliken_charge:R:1
W -0.13 -0.56 0.42 1.261
O 0.73 1.11 0.04 -0.586
S 1.59 2.39 -0.48 0.221
C 0.39 3.76 -0.54 -0.958
C -1.06 3.42 -0.86 -0.501
C -1.89 3.28 0.42 -0.781
C -3.24 2.61 0.18 -0.842
S -3.22 0.80 0.37 0.269
O -1.77 0.39 -0.18 -0.349
C -3.05 0.54 2.11 1.271
C -4.19 0.26 2.84 -0.813
C -4.07 0.01 4.20 -0.707
C -2.81 0.00 4.81 -0.632
C -1.66 0.25 4.06 -1.221
C -1.78 0.54 2.71 0.112
C 1.98 1.98 -2.14 1.060
C 3.22 2.49 -2.55 -0.694
C 3.59 2.34 -3.88 -0.694
C 2.76 1.66 -4.75 -0.553
C 1.54 1.13 -4.33 -0.907
C 1.13 1.30 -3.02 -0.295
H 0.87 4.38 -1.32 0.566
H 0.51 4.29 0.41 0.592
H -1.12 2.54 -1.48 0.199
H -1.47 4.24 -1.45 0.584
H -2.08 4.27 0.84 0.620
H -1.34 2.74 1.20 0.263
H -3.65 2.80 -0.81 0.492
H -3.99 2.89 0.92 0.602
H -5.17 0.22 2.37 0.543
H -4.95 -0.19 4.79 0.473
H -2.73 -0.21 5.86 0.487
H -0.69 0.25 4.54 0.522
H -0.90 0.90 2.17 0.338
H 3.86 3.01 -1.85 0.479
H 4.53 2.75 -4.22 0.492
H 3.06 1.54 -5.79 0.485
H 0.91 0.61 -5.03 0.496
H 0.17 0.91 -2.69 0.579
Cl -1.94 -5.37 2.84 -0.096
C -2.15 -4.27 1.56 -0.290
C -3.11 -4.47 0.57 -0.122
C -3.23 -3.53 -0.44 -0.933
C -2.41 -2.42 -0.45 -0.144
N -1.46 -2.22 0.51 0.336
C -1.34 -3.14 1.50 -0.279
H -3.75 -5.34 0.61 0.517
H -3.96 -3.65 -1.23 0.494
H -2.47 -1.69 -1.24 0.541
H -0.59 -2.96 2.26 0.614
C 4.04 -1.32 -1.95 -0.859
As 3.02 -1.61 -0.34 0.735
C 3.63 -0.35 0.98 -0.958
C 3.43 -3.35 0.35 -1.152
O 0.64 -1.08 1.81 -0.653
H 5.09 -1.51 -1.70 0.479
H 3.93 -0.29 -2.29 0.149
H 3.73 -2.01 -2.73 0.453
H 4.72 -0.41 0.90 0.530
H 3.33 -0.67 1.98 0.418
H 3.33 0.68 0.80 0.212
H 4.52 -3.41 0.43 0.463
H 3.08 -4.13 -0.32 0.459
H 3.00 -3.49 1.35 0.418
C 1.10 -1.64 -0.90 -1.115
H 0.89 -2.71 -0.84 0.734
H 1.07 -1.29 -1.94 0.572
```



[7]
# C25H33CsN5OP

C25H33CsN5OP as an isolated structure at a distorted geometry (ωB97M-V/def2-TZVPD, the Open Molecules 2025 dataset).

## Properties
* relative energy (zero: lowest compared OMol25 entry of this formula, charge and spin): 16.8 kcal per mole
* net charge: 0
* energy: -45794.958 eV
* gap between HOMO and LUMO: 7.22 eV

```
66
Properties=species:S:1:pos:R:3:mulliken_charge:R:1
Cs -0.72 -0.83 -0.19 1.486
C -0.52 2.79 3.37 -1.165
C -0.31 1.52 2.60 0.293
N -0.88 1.26 1.47 0.574
N -1.74 2.19 0.98 -0.910
C -2.10 2.00 -0.29 0.280
O -1.68 1.14 -1.11 -0.851
C -3.12 3.00 -0.78 0.340
C -3.72 2.78 -2.01 -0.474
C -4.67 3.67 -2.51 -0.608
C -5.02 4.79 -1.77 -0.333
C -4.42 5.02 -0.54 -0.700
C -3.48 4.13 -0.04 -0.004
C 0.60 0.48 3.14 0.202
C 1.26 0.67 4.36 -0.815
C 2.10 -0.31 4.84 -0.613
C 2.28 -1.48 4.10 -0.930
C 1.59 -1.58 2.91 -0.309
N 0.77 -0.64 2.44 0.513
H -1.21 3.43 2.82 0.187
H 0.42 3.33 3.52 0.309
H -0.94 2.59 4.36 0.322
H -3.42 1.91 -2.58 0.376
H -5.13 3.48 -3.47 0.376
H -5.76 5.49 -2.16 0.373
H -4.69 5.90 0.04 0.382
H -3.01 4.30 0.92 0.333
H 1.12 1.59 4.91 0.394
H 2.62 -0.18 5.78 0.403
H 2.93 -2.27 4.44 0.436
H 1.70 -2.47 2.28 0.369
N -1.77 -3.25 1.40 -0.412
C -0.93 -4.42 1.16 -0.427
C -1.32 -5.16 -0.12 -0.751
C -0.95 -4.46 -1.43 -0.577
N -1.77 -3.27 -1.66 -0.389
H -1.40 -2.70 2.17 0.151
H -2.71 -3.53 1.67 0.190
H -0.96 -5.13 1.99 0.375
H 0.11 -4.09 1.06 0.143
H -2.40 -5.35 -0.11 0.328
H -0.84 -6.14 -0.11 0.353
H -1.02 -5.19 -2.24 0.410
H 0.10 -4.14 -1.37 0.189
H -2.75 -3.53 -1.74 0.189
H -1.52 -2.84 -2.55 0.197
C 3.31 -1.81 -3.53 -1.328
P 2.00 -1.19 -2.39 0.268
C 0.96 -0.25 -3.59 -1.101
C 2.90 0.17 -1.54 0.262
C 3.45 1.27 -2.20 -0.239
C 4.09 2.27 -1.48 -0.744
C 4.19 2.18 -0.09 -0.515
C 3.65 1.09 0.57 -0.457
C 3.01 0.09 -0.16 -0.421
H 3.74 -1.00 -4.12 0.387
H 2.88 -2.56 -4.20 0.399
H 4.10 -2.28 -2.94 0.363
H 1.56 0.34 -4.28 0.426
H 0.27 0.40 -3.05 0.269
H 0.37 -0.97 -4.17 0.368
H 3.37 1.37 -3.27 0.205
H 4.51 3.13 -2.00 0.374
H 4.69 2.97 0.47 0.384
H 3.71 1.02 1.65 0.386
H 2.57 -0.75 0.37 0.510
```